# 1
This record from OMol25 describes C14H13ClN2O3Ru as an isolated structure at a distorted geometry. The level of theory is ωB97M-V/def2-TZVPD.

Each line ends with the Mulliken spin population.
Geometry (Å):
Cl (0.114, 2.520, -0.762)  0.735
C (-1.864, -0.673, -1.307)  -0.128
C (-1.018, -1.802, -1.050)  0.293
C (0.255, -1.564, -1.690)  -0.072
H (-1.324, -2.737, -0.577)  0.016
C (0.187, -0.293, -2.357)  0.050
C (-1.120, 0.280, -2.097)  0.210
H (-1.479, 1.218, -2.540)  0.023
H (-2.918, -0.574, -1.055)  -0.001
H (1.086, -2.272, -1.802)  0.001
C (1.245, 0.331, -3.220)  -0.002
Ru (-0.035, 0.206, -0.177)  1.676
C (1.747, 0.526, 0.315)  0.066
O (2.825, 0.882, 0.639)  0.006
C (-0.904, 1.014, 1.288)  0.067
O (-1.365, 1.528, 2.223)  0.001
H (2.232, 0.066, -2.820)  0.002
H (1.132, 1.423, -3.192)  -0.004
H (1.207, -0.003, -4.272)  0.007
N (-1.315, -4.378, 5.232)  0.585
C (-1.325, -3.922, 3.943)  0.044
O (-2.045, -4.430, 3.084)  -0.002
C (-0.402, -2.800, 3.658)  0.167
C (0.525, -2.274, 4.586)  -0.043
C (1.303, -1.175, 4.227)  0.022
C (1.151, -0.607, 2.964)  0.151
N (0.323, -1.151, 2.044)  0.038
C (-0.456, -2.196, 2.383)  0.109
H (-1.956, -5.131, 5.451)  -0.022
H (-0.782, -4.008, 6.018)  -0.020
H (0.621, -2.710, 5.585)  -0.001
H (2.014, -0.700, 4.891)  0.004
H (1.708, 0.291, 2.692)  0.004
H (-1.139, -2.532, 1.612)  0.020

Force components x, y, z for each atom (eV/Å):
0.15 1.51 -0.41
0.60 0.36 0.03
0.35 -0.08 -1.09
-0.90 0.10 0.32
0.15 0.43 -0.04
-0.80 0.51 -0.70
0.06 -1.05 -1.54
0.09 -0.64 0.39
0.36 -0.04 0.14
-0.36 0.42 0.35
0.23 0.06 0.15
-1.17 -2.60 -1.05
6.84 2.61 2.16
-4.71 -1.89 -1.59
-2.10 3.04 4.85
1.33 -1.78 -3.07
-0.14 0.13 -0.25
0.11 -0.32 -0.14
-0.19 0.04 0.50
-0.14 -0.17 0.85
-0.90 -0.45 -2.39
1.13 0.71 1.62
0.41 0.34 0.78
0.41 0.44 0.10
-0.28 -0.48 0.59
-0.54 -0.83 -0.26
-0.64 -1.10 0.70
1.02 1.47 -0.83
-0.25 -0.31 0.01
0.00 0.00 -0.33
0.16 0.32 -0.40
-0.08 -0.25 0.24
-0.19 -0.28 0.07
-0.02 -0.21 0.21

Calculated values
Kohn-Sham gap (spin up / spin down)   5.490 / 3.145 eV
Energy relative to the best compared isomer or geometry (same formula, charge and spin)   20.9 kcal per mole
Electronic energy   -38934.7984 eV
Multiplicity   5
Total charge   +2

---

# 2
This record from OMol25 describes C4H10N2O4S2 as an isolated structure at a distorted geometry. The level of theory is ωB97M-V/def2-TZVPD.

Each line ends with the Mulliken charge.
Geometry (Å):
C (-1.248, 0.054, 0.027)  0.408
C (-1.593, 0.508, 2.928)  -1.115
C (-0.502, 1.087, 0.722)  0.030
C (-0.258, 0.683, 2.202)  -0.485
N (-1.861, -0.728, -0.508)  -0.539
N (0.642, -2.558, -2.940)  -0.579
O (2.293, 0.835, -0.743)  -0.476
O (0.515, 1.794, -2.117)  -0.425
O (1.491, -0.264, -3.029)  -0.439
O (1.523, -1.462, -0.974)  -0.579
S (1.866, 1.308, -2.170)  0.639
S (0.580, -1.172, -2.048)  0.696
H (1.906, -0.236, -0.694)  0.411
H (-2.059, -0.414, 2.603)  0.327
H (-2.160, 1.366, 2.660)  0.309
H (-1.438, 0.438, 4.090)  0.302
H (0.505, 1.333, 0.348)  0.013
H (-1.187, 1.975, 0.703)  0.319
H (0.264, -0.268, 2.171)  0.291
H (0.358, 1.552, 2.778)  0.297
H (0.489, -3.377, -2.371)  0.283
H (-0.127, -2.452, -3.635)  0.310

Force components x, y, z for each atom (eV/Å):
1.50 1.72 0.96
1.53 -0.66 2.11
0.05 1.14 1.50
0.30 1.69 1.07
-1.58 -1.84 -0.95
-0.90 0.29 -1.47
-0.34 -1.11 -0.94
-0.21 0.85 0.21
0.51 0.13 0.60
1.06 -0.65 2.37
-0.27 -0.10 -0.60
-0.69 0.55 -2.27
0.87 0.59 0.60
-0.39 -0.03 -0.06
-1.01 0.58 0.22
-0.41 0.24 -2.20
-1.01 -0.17 -0.54
0.87 -0.41 -0.12
0.57 0.08 0.36
-1.14 -2.20 -1.64
-0.05 -0.16 0.28
0.72 -0.53 0.52

Calculated values
Kohn-Sham gap   10.392 eV
Energy relative to the best compared isomer or geometry (same formula, charge and spin)   0.0 kcal per mole
Electronic energy   -37148.2193 eV

---

# 3
This record from OMol25 describes C8H12BrF6N3O2PTi as an isolated structure at a distorted geometry. The level of theory is ωB97M-V/def2-TZVPD.

Each line ends with the Mulliken spin population.
Geometry (Å):
Ti (-0.914, -0.810, -0.347)  0.920
C (2.936, -3.047, -3.452)  0.018
C (2.304, -1.749, -3.142)  0.203
C (2.401, -0.603, -3.931)  -0.025
C (1.837, 0.563, -3.481)  0.092
C (1.146, 0.564, -2.226)  0.231
Br (0.869, 2.157, -1.435)  0.227
N (0.861, -0.580, -1.564)  -0.029
C (1.481, -1.675, -1.946)  0.259
H (3.447, -3.045, -4.410)  -0.002
H (2.179, -3.838, -3.434)  0.027
H (3.653, -3.290, -2.659)  0.034
H (2.947, -0.631, -4.866)  0.003
H (1.941, 1.501, -4.010)  0.000
H (1.341, -2.567, -1.345)  0.007
C (0.150, -3.511, 3.133)  0.001
O (-0.402, -2.173, 3.347)  0.000
C (-0.397, -1.336, 2.370)  -0.002
O (0.096, -1.553, 1.232)  -0.004
N (-0.919, -0.133, 2.640)  -0.001
N (-1.060, 0.739, 1.545)  0.005
H (-0.088, -4.043, 4.045)  0.000
H (1.223, -3.426, 2.996)  0.000
H (-0.341, -3.959, 2.275)  0.000
H (-1.382, 0.047, 3.520)  0.000
H (-0.512, 1.572, 1.736)  0.001
H (-2.040, 0.990, 1.433)  0.002
F (-1.752, 0.548, -1.304)  0.003
P (-3.202, -1.741, -1.927)  0.694
F (-2.416, -1.440, -3.220)  0.041
F (-1.190, -2.489, -1.282)  0.071
F (-2.657, -1.242, 0.439)  0.108
F (-3.669, -3.173, -2.148)  0.052
F (-4.425, -0.849, -2.146)  0.065

Force components x, y, z for each atom (eV/Å):
-1.76 0.75 1.01
-0.02 0.19 -0.07
-0.20 -0.31 0.50
0.04 0.10 -0.15
-0.10 -0.05 0.23
0.60 -0.31 -0.66
-0.29 0.37 0.14
0.62 0.12 0.02
0.18 0.15 -0.57
0.01 0.00 0.00
0.03 -0.04 0.00
0.01 -0.05 -0.01
0.00 0.02 0.01
0.02 -0.03 -0.04
-0.16 -0.03 -0.07
-0.09 0.24 0.04
0.02 -0.07 0.07
0.19 0.23 0.00
0.00 -0.57 0.06
-0.10 -0.06 -0.09
0.04 -0.16 0.06
0.02 -0.04 0.00
0.02 -0.06 -0.03
0.04 -0.05 -0.02
0.00 0.02 0.00
-0.07 0.08 -0.13
-0.01 0.01 0.01
0.66 -0.64 0.14
0.65 0.10 -0.05
-0.11 0.00 -0.11
0.09 0.28 -0.26
0.19 0.02 -0.34
-0.26 0.00 0.14
-0.25 -0.21 0.17

Calculated values
Kohn-Sham gap (spin up / spin down)   7.307 / 6.039 eV
Energy relative to the best compared isomer or geometry (same formula, charge and spin)   30.7 kcal per mole
Electronic energy   -135796.0968 eV
Multiplicity   4
Total charge   +2

---

# 4
This record from OMol25 describes the molecule C3H4ClFS2 at a distorted geometry. The level of theory is ωB97M-V/def2-TZVPD.

Each line ends with the Mulliken charge.
Geometry (Å):
F (-0.324, 1.075, 1.974)  -0.276
C (-1.002, 0.235, 1.075)  -0.574
C (-0.208, 0.238, -0.227)  -0.037
Cl (-1.361, -0.146, -1.554)  -0.145
C (1.050, -0.615, -0.193)  0.197
S (1.673, -1.494, 1.084)  -0.189
S (1.877, -0.605, -1.711)  -0.141
H (-1.169, -0.802, 1.402)  0.331
H (-1.952, 0.735, 0.996)  0.340
H (0.302, 1.230, -0.391)  0.365
H (1.114, 0.148, -2.455)  0.130

Force components x, y, z for each atom (eV/Å):
0.15 -0.99 0.10
0.25 0.78 -0.06
0.59 0.80 0.76
0.44 0.05 0.24
0.11 -1.40 0.41
-0.97 1.24 -1.46
1.62 -1.04 0.46
0.47 0.42 0.45
-0.49 -0.08 -0.61
-1.29 -0.44 0.03
-0.87 0.66 -0.33

Calculated values
Kohn-Sham gap   8.412 eV
Energy relative to the best compared isomer or geometry (same formula, charge and spin)   6.9 kcal per mole
SMILES   FC[C@H](Cl)C(=S)S
Electronic energy   -40085.2902 eV

---

The highest energy relative to the best compared isomer or geometry (same formula, charge and spin) belongs to which entry? C8H12BrF6N3O2PTi

---

Look up the electronic energy of the fourth one. -40085.2902 eV

---

The lowest energy relative to the best compared isomer or geometry (same formula, charge and spin) belongs to which entry? C4H10N2O4S2

---

Which value of energy relative to the best compared isomer or geometry (same formula, charge and spin) does entry 2 give? 0.0 kcal per mole